Record 1
{
  "formula": "C10H16B2Cl5CrF8O10",
  "method": "wB97M-V/def2-TZVPD",
  "s2": 4.022,
  "e_homo_ha": [-0.3812, -0.3812],
  "spin_multiplicity": 4,
  "elements": ["Cr", "Cl", "O", "O", "O", "O", "B", "F", "F", "F", "F", "B", "F", "F", "F", "F", "C", "C", "O", "C", "O", "O", "H", "H", "H", "H", "C", "C", "O", "C", "O", "O", "H", "H", "H", "H", "Cl", "C", "C", "Cl", "H", "H", "H", "H", "Cl", "C", "C", "Cl", "H", "H", "H", "H"],
  "positions_angstrom": [[31.2320, 33.9495, 22.8172], [34.4898, 34.3718, 24.6922], [35.4641, 33.4891, 24.2099], [34.4944, 34.4091, 26.1519], [34.8168, 35.6885, 24.2055], [33.1689, 33.9922, 24.2450], [29.0814, 34.6214, 24.2985], [28.9051, 35.9043, 24.7537], [29.0792, 34.6767, 22.9260], [30.4242, 34.3962, 24.5586], [28.2519, 33.7204, 24.8433], [29.8734, 32.8162, 20.9468], [30.4305, 34.0779, 21.0068], [28.4458, 32.8310, 20.8160], [30.4318, 32.0157, 20.0017], [30.1835, 32.3413, 22.2026], [32.4452, 39.3085, 23.5851], [32.5979, 39.2117, 22.0772], [32.0664, 37.9865, 21.7201], [31.8202, 37.2648, 22.8444], [31.4899, 36.0884, 22.7990], [32.0320, 37.9916, 23.9751], [31.7061, 40.0575, 23.8696], [33.4003, 39.5898, 24.0286], [33.6290, 39.3007, 21.7351], [31.9607, 40.0201, 21.7186], [30.0805, 30.4375, 27.4762], [29.6041, 29.4858, 26.3959], [30.1121, 30.0106, 25.1424], [30.5622, 31.2517, 25.4209], [31.0471, 31.9762, 24.5958], [30.3520, 31.5542, 26.7195], [30.9366, 30.1842, 28.1015], [29.2292, 30.6292, 28.1293], [28.5213, 29.6106, 26.3879], [29.9701, 28.4978, 26.6754], [24.4735, 34.4937, 22.4155], [25.4486, 34.3261, 23.8961], [25.8788, 35.6959, 24.4333], [24.4918, 36.5606, 25.1547], [26.2724, 33.6467, 23.6775], [24.7912, 33.8829, 24.6442], [26.2131, 36.2731, 23.5712], [26.6297, 35.6416, 25.2214], [30.3342, 40.5596, 27.1126], [28.8875, 39.4247, 27.2175], [29.3918, 38.0494, 26.8882], [30.3269, 37.2388, 28.1986], [28.0237, 39.7129, 26.6185], [28.5374, 39.4475, 28.2495], [29.8234, 38.1522, 25.8925], [28.5641, 37.3741, 26.6718]],
  "forces_ev_per_angstrom": [[-0.399, 1.915, 2.104], [3.785, 3.052, 1.944], [0.188, -1.613, -0.467], [-0.982, -0.532, -1.591], [-1.084, -0.105, -0.133], [-3.422, -1.009, -0.931], [-1.625, 2.155, 1.031], [-0.718, 0.741, 0.516], [-0.097, -0.655, -2.043], [3.233, -1.450, 0.692], [-0.181, -0.802, 0.225], [-4.552, -2.586, -3.180], [1.715, 2.391, -0.791], [2.100, 0.471, 0.225], [0.427, 0.388, -0.061], [1.358, -0.807, 2.935], [0.653, 0.447, 0.191], [-0.003, 2.236, 0.360], [-0.917, -2.403, 0.976], [0.771, 0.439, 0.152], [0.323, 0.133, 0.032], [-0.459, -1.363, -1.503], [-0.163, -0.377, 0.194], [-0.161, -0.426, 0.409], [-0.155, -0.053, -0.075], [0.327, -0.150, -0.862], [-0.827, -0.587, 0.486], [-0.183, -0.327, 0.610], [0.399, -0.115, 1.284], [-0.238, -0.136, -0.308], [0.026, -0.281, 0.470], [1.095, 2.407, -1.308], [0.151, -0.321, -0.321], [0.191, 0.231, 0.187], [0.019, -0.709, -0.382], [-0.337, -0.226, -0.955], [-0.004, 0.043, -0.108], [-0.334, 0.181, 0.807], [-0.078, -0.427, -0.657], [-0.101, 0.077, -0.027], [-0.020, 0.356, 0.029], [0.108, -0.242, -0.110], [0.227, 0.229, 0.349], [-0.078, -0.175, -0.350], [-1.075, -0.201, -0.101], [0.570, -0.131, 1.371], [-1.143, -0.364, -0.797], [-0.042, 0.619, -0.871], [0.553, 0.270, -0.486], [0.220, 0.251, 0.039], [1.129, -0.548, 0.403], [-0.195, 0.090, 0.397]],
  "nbo_charge": [1.80, 2.56, -0.79, -0.72, -0.83, -0.81, 1.31, -0.55, -0.50, -0.46, -0.51, 1.32, -0.48, -0.53, -0.51, -0.47, -0.10, -0.10, -0.44, 1.07, -0.68, -0.43, 0.21, 0.22, 0.21, 0.20, -0.09, -0.11, -0.47, 1.02, -0.65, -0.47, 0.19, 0.20, 0.20, 0.21, -0.07, -0.39, -0.39, -0.08, 0.24, 0.22, 0.22, 0.24, -0.11, -0.36, -0.40, -0.05, 0.23, 0.22, 0.22, 0.24]
}


Record 2
{
  "formula": "C10H16BiBrClINOP",
  "method": "wB97M-V/def2-TZVPD",
  "e_homo_ha": -0.5415,
  "charge": 2,
  "elements": ["C", "I", "H", "H", "H", "Bi", "P", "C", "C", "H", "H", "H", "C", "H", "H", "H", "H", "H", "H", "C", "O", "Cl", "Br", "C", "C", "C", "C", "N", "C", "H", "H", "H", "H"],
  "positions_angstrom": [[-0.0174, 0.6648, -0.7614], [-2.7944, 1.9272, 0.6386], [0.6132, 0.8620, -1.6331], [0.0194, 1.4816, -0.0473], [-1.0333, 0.4288, -1.0979], [1.0615, -1.2428, 0.3210], [-1.2629, -2.2709, -0.9860], [-2.8315, -1.4598, -1.4772], [-0.6731, -2.9698, -2.5755], [-1.0072, -4.3410, 0.2615], [-2.4645, -4.3822, -0.7895], [-2.4783, -3.4444, 0.7414], [-1.8609, -3.7580, -0.1089], [0.3436, -3.3640, -2.4579], [-1.3511, -3.7773, -2.8852], [-3.4017, -2.1657, -2.1018], [-2.6422, -0.5413, -2.0464], [-0.6568, -2.1936, -3.3556], [-3.4164, -1.2003, -0.5831], [-2.5490, 3.8566, -0.4139], [-2.8382, 4.9046, -0.8058], [2.8500, -1.6000, -1.3433], [5.1609, 3.2896, 0.7693], [3.6035, 2.5696, 1.5703], [2.9494, 3.2438, 2.6005], [1.7762, 2.6756, 3.1215], [1.2981, 1.4804, 2.5910], [1.9649, 0.8160, 1.6213], [3.0990, 1.3490, 1.1020], [3.3620, 4.1782, 2.9713], [1.2244, 3.1535, 3.9260], [0.3624, 1.0289, 2.9366], [3.5905, 0.8010, 0.2975]],
  "forces_ev_per_angstrom": [[0.894, -1.069, 0.135], [0.050, 2.391, -1.028], [-0.031, 0.071, 0.171], [0.121, 0.048, -0.074], [0.500, 0.038, 0.199], [-0.751, 1.493, -0.794], [-0.054, -1.429, -0.597], [0.071, 0.290, 0.162], [0.015, 0.171, -0.087], [-0.262, 0.095, -0.092], [0.209, 0.213, 0.321], [0.126, -0.198, -0.092], [-0.109, -0.003, -0.040], [-0.236, 0.032, -0.078], [0.202, 0.218, 0.029], [0.129, 0.271, 0.254], [-0.076, -0.289, -0.009], [0.054, -0.232, 0.255], [0.032, -0.174, -0.241], [-2.382, 2.630, -0.286], [1.835, -4.679, 1.518], [-0.706, 0.227, 0.399], [-0.375, -0.195, 0.221], [0.006, -0.177, -0.190], [-0.234, -0.551, -0.098], [0.086, -0.022, -0.254], [0.602, -0.069, -0.370], [0.655, 0.634, -0.209], [-0.679, 0.202, 0.729], [-0.182, -0.155, 0.022], [0.161, -0.003, -0.127], [0.390, 0.108, 0.025], [-0.060, 0.117, 0.225]],
  "nbo_charge": [-0.99, 0.59, 0.25, 0.20, 0.19, 1.33, 0.86, -0.93, -0.94, 0.26, 0.26, 0.25, -0.94, 0.26, 0.26, 0.28, 0.24, 0.26, 0.23, 0.64, -0.24, -0.43, 0.16, -0.12, -0.16, -0.22, 0.01, -0.51, 0.01, 0.26, 0.25, 0.20, 0.24]
}


Record 3
{
  "formula": "C10H16Br18N3O2S",
  "method": "wB97M-V/def2-TZVPD",
  "e_homo_ha": -0.4240,
  "charge": 1,
  "elements": ["C", "S", "O", "O", "C", "C", "N", "C", "N", "N", "H", "H", "H", "H", "H", "H", "H", "H", "H", "H", "C", "Br", "Br", "Br", "H", "C", "Br", "Br", "Br", "H", "C", "Br", "Br", "Br", "H", "C", "Br", "Br", "Br", "H", "C", "Br", "Br", "Br", "H", "C", "Br", "Br", "Br", "H"],
  "positions_angstrom": [[-0.1560, 0.9899, -3.9145], [0.9498, 1.1358, -2.5552], [2.2792, 0.7691, -2.9862], [0.7957, 2.4441, -1.9890], [0.4619, -0.0739, -1.2661], [-0.6439, -1.0960, -1.6257], [0.1073, -2.3127, -2.1075], [1.4538, -1.9196, -2.0203], [2.3812, -2.4130, -2.7732], [1.5953, -0.9841, -1.0713], [0.0344, 0.0721, -4.4717], [0.0263, 1.8423, -4.5639], [-1.1807, 0.9863, -3.5413], [0.2980, 0.4709, -0.3335], [-1.1291, -1.3616, -0.6908], [-1.3313, -0.7756, -2.3938], [0.0018, -3.0591, -1.4255], [3.2756, -1.9716, -2.9299], [2.1675, -3.2392, -3.3216], [2.5101, -0.5796, -0.9044], [-4.3175, 1.7578, -1.3808], [-2.4400, 2.0967, -1.6948], [-4.5516, 0.1736, -0.3151], [-5.1808, 3.2794, -0.6077], [-4.7747, 1.5721, -2.3419], [0.8664, 2.2994, 2.5157], [2.5108, 1.7710, 1.6546], [-0.6538, 1.6409, 1.5275], [0.8114, 1.7572, 4.3489], [0.8206, 3.3785, 2.4839], [0.8761, 0.2254, 8.1644], [-0.8176, -0.1569, 7.3303], [2.3463, -0.5062, 7.1635], [1.1078, 2.1110, 8.4535], [0.8712, -0.2545, 9.1319], [-8.5592, 0.0827, 1.0102], [-8.4320, 0.8490, -0.7506], [-7.6931, 1.1943, 2.3199], [-10.3789, -0.2973, 1.4853], [-8.0284, -0.8575, 0.9878], [2.2543, -3.5257, -6.8838], [1.6387, -4.7764, -5.5460], [1.0531, -3.4179, -8.3669], [2.5710, -1.7977, -6.0916], [3.2036, -3.8893, -7.2498], [6.2992, 1.2227, 5.8462], [5.7722, -0.0454, 7.1920], [4.8941, 1.5194, 4.5607], [6.8979, 2.8720, 6.6250], [7.1359, 0.7969, 5.3128]],
  "forces_ev_per_angstrom": [[-0.281, -0.696, -0.213], [0.601, 1.253, -0.223], [-0.089, -0.651, -0.060], [-0.481, -0.081, 0.233], [0.183, -0.727, 0.492], [0.692, -0.515, 0.539], [0.390, 0.560, -0.192], [-0.330, -0.315, 0.663], [0.080, -0.704, 0.019], [0.458, 0.663, -0.854], [0.121, -0.046, 0.064], [0.052, 0.152, 0.132], [0.201, 0.203, -0.246], [-0.201, 0.162, -0.481], [-0.494, 0.184, -0.154], [-0.198, 0.059, 0.127], [-0.314, -0.281, -0.306], [0.050, 0.059, 0.338], [-0.052, 0.168, -0.302], [-0.045, 0.167, -0.123], [-0.137, 0.005, 0.036], [-0.197, 0.262, 0.246], [0.079, -0.055, 0.041], [0.055, -0.026, 0.014], [0.007, -0.017, -0.016], [0.004, -0.056, 0.099], [0.056, -0.007, -0.032], [-0.240, 0.199, 0.307], [0.023, -0.021, -0.041], [0.011, 0.013, -0.063], [-0.024, -0.030, -0.021], [0.012, 0.006, -0.001], [-0.203, 0.008, 0.029], [-0.005, 0.006, -0.026], [-0.002, -0.005, 0.015], [0.021, -0.004, 0.028], [-0.052, 0.017, -0.058], [0.007, 0.002, -0.005], [0.015, 0.017, -0.003], [0.009, -0.013, -0.007], [-0.041, 0.026, -0.041], [-0.011, -0.050, 0.035], [-0.001, -0.013, 0.060], [0.044, 0.135, -0.054], [0.021, -0.017, 0.028], [0.042, 0.027, 0.031], [0.212, 0.024, -0.034], [-0.030, -0.033, 0.001], [-0.017, -0.002, 0.002], [0.001, -0.012, -0.020]],
  "nbo_charge": [-0.91, 2.14, -0.96, -0.91, -0.36, -0.24, -0.62, 0.70, -0.69, -0.55, 0.25, 0.29, 0.26, 0.30, 0.24, 0.24, 0.41, 0.45, 0.44, 0.44, -0.50, 0.07, 0.09, 0.14, 0.23, -0.50, 0.07, 0.09, 0.14, 0.23, -0.51, 0.09, 0.09, 0.10, 0.23, -0.51, 0.08, 0.09, 0.11, 0.22, -0.50, 0.07, 0.14, 0.07, 0.24, -0.50, 0.10, 0.07, 0.11, 0.23]
}


Record 4
{
  "formula": "C10H16Cl4MoO5",
  "method": "wB97M-V/def2-TZVPD",
  "s2": 2.024,
  "e_homo_ha": [-0.0896, -0.0837],
  "charge": -2,
  "spin_multiplicity": 3,
  "elements": ["C", "C", "C", "C", "C", "C", "C", "C", "C", "C", "Mo", "Cl", "Cl", "Cl", "H", "H", "H", "H", "H", "H", "H", "H", "H", "H", "H", "H", "H", "H", "H", "O", "H", "O", "Cl", "O", "O", "O"],
  "positions_angstrom": [[-1.1069, 1.5908, -1.0789], [0.2793, 1.9148, -0.8801], [0.5052, 1.9533, 0.5447], [1.2818, 2.3426, -1.8998], [-0.7072, 1.5477, 1.2281], [-1.7134, 1.3408, 0.2472], [-3.1178, 0.9214, 0.4476], [-1.7078, 1.1151, -2.3137], [1.7388, 2.4357, 1.2267], [-0.8743, 1.4367, 2.7048], [-0.2107, -0.2370, -0.0144], [0.9877, -1.0216, -3.2616], [-1.0626, -1.8327, 1.5779], [2.0361, -0.5898, 0.4261], [1.0161, 1.8834, -2.8402], [2.2790, 1.9992, -1.6147], [1.3070, 3.4349, -2.0108], [2.6478, 2.2265, 0.6572], [1.8544, 2.0063, 2.2259], [1.7030, 3.5203, 1.3619], [0.0822, 1.2308, 3.2098], [-1.5730, 0.6450, 2.9821], [-1.2577, 2.3795, 3.1086], [-3.2617, 0.6480, 1.4968], [-3.3773, 0.0466, -0.1626], [-3.8192, 1.7261, 0.1850], [-1.0893, 1.2116, -3.1987], [-2.7631, 1.3036, -2.3715], [-1.8535, -0.4399, -2.0433], [-1.4884, -1.0937, -1.3098], [-1.1163, -1.9113, -1.6642], [3.7988, -5.6065, 0.4839], [2.8733, -6.7426, 0.6068], [3.2172, -7.7648, -0.4040], [2.9968, -7.3327, 1.9541], [1.4958, -6.2882, 0.3930]],
  "forces_ev_per_angstrom": [[-1.212, -0.915, -1.215], [-0.161, 0.498, 1.761], [-1.033, 0.072, -0.563], [-0.068, -0.279, 0.156], [0.904, 0.217, -0.151], [0.651, 0.273, -1.497], [-0.576, -0.161, 0.288], [0.053, 1.660, 0.533], [0.374, -0.059, 0.162], [0.150, 0.186, 0.504], [2.239, -0.767, 0.735], [-0.212, 0.154, 0.395], [0.117, 0.197, -0.090], [0.130, -0.220, 0.384], [0.183, -0.106, -0.359], [-0.074, -0.036, -0.133], [-0.114, -0.101, 0.082], [-0.199, -0.156, 0.039], [-0.002, -0.087, -0.220], [-0.212, 0.089, -0.094], [-0.338, -0.031, -0.236], [0.135, 0.018, -0.120], [-0.013, 0.049, 0.036], [-0.159, 0.007, -0.147], [0.100, 0.195, 0.113], [0.132, -0.066, 0.073], [-0.272, 0.055, -0.102], [-0.514, 0.310, -0.370], [0.621, 1.289, -0.465], [-0.888, -1.926, 0.877], [0.180, -0.153, -0.436], [-0.816, -1.116, 0.157], [0.107, 0.102, -0.146], [-0.294, 0.843, 0.939], [-0.095, 0.435, -1.109], [1.175, -0.471, 0.220]],
  "mulliken_spin": [0.04, 0.08, -0.22, 0.01, 0.11, -0.05, -0.01, 0.00, 0.00, 0.01, 1.89, 0.02, 0.07, 0.03, 0.00, 0.00, 0.00, 0.00, 0.00, 0.00, 0.00, 0.00, 0.00, 0.00, 0.00, 0.00, 0.00, 0.00, 0.01, 0.01, 0.00, 0.00, 0.00, 0.00, 0.00, 0.00]
}


Short version: energy = -145232.4361 -119943.2650 -1290786.0605 -72808.6414 eV, in the order given.